Record 1
C34H48FN7W as an isolated structure at a distorted geometry, computed with ωB97M-V with the def2-TZVPD basis set.

Computed properties:
**Energy above the lowest of the compared OMol25 structures with the same formula, charge and spin**: 205.2 kJ/mol
**Net charge**: +2
**Gap between HOMO and LUMO (spin up / spin down)**: 6.698 / 7.674 eV
**HOMO energy (spin up / spin down)**: -12.4 / -13.3 eV
**LUMO energy (spin up / spin down)**: -5.6874 / -5.6050 eV
**Multiplicity**: 3
**M**: 757.6 g/mol
**⟨S²⟩**: 2.009

Element x y z (Å)
W: -0.14 -0.96 0.14
N: -0.57 0.89 1.59
C: -1.49 0.68 2.75
C: -1.91 -0.76 2.95
N: -2.05 -1.43 1.60
C: -2.40 -2.89 1.78
C: -1.36 -3.68 1.06
N: -0.91 -2.92 -0.17
H: 0.33 1.28 1.93
H: -0.96 1.60 1.00
H: -2.33 1.38 2.58
H: -0.98 1.05 3.66
H: -2.84 -0.88 3.52
H: -1.15 -1.36 3.55
H: -2.84 -0.99 1.12
H: -3.42 -3.02 1.42
H: -2.38 -3.16 2.85
H: -1.61 -4.72 0.80
H: -0.48 -3.79 1.71
H: -1.73 -2.86 -0.83
H: -0.18 -3.50 -0.63
C: 2.57 3.22 -0.52
C: 1.75 2.70 -1.74
C: 2.43 1.51 -2.35
C: 0.23 2.81 -1.61
C: -0.15 4.19 -1.61
C: -1.36 4.64 -1.07
C: -2.28 3.73 -0.62
C: -2.10 2.38 -1.06
C: -3.37 1.57 -1.34
C: -4.53 1.88 -0.34
C: -3.91 2.01 -2.75
C: -0.81 1.83 -1.30
N: -0.71 0.33 -1.26
C: -1.16 -0.26 -2.53
C: -0.40 0.02 -3.66
C: -0.73 -0.47 -4.91
C: -1.81 -1.28 -5.06
C: -2.58 -1.62 -3.93
C: -2.27 -1.12 -2.71
F: -3.07 -1.58 -1.62
H: 3.52 3.68 -0.86
H: 2.86 2.44 0.19
H: 1.99 3.99 0.03
H: 1.95 3.46 -2.49
H: 2.21 0.54 -1.84
H: 3.52 1.75 -2.30
H: 2.28 1.44 -3.42
H: 0.60 4.90 -1.91
H: -1.54 5.73 -0.96
H: -3.16 4.05 -0.08
H: -3.18 0.50 -1.37
H: -5.05 2.81 -0.59
H: -4.23 1.96 0.69
H: -5.27 1.08 -0.42
H: -3.56 3.02 -2.93
H: -4.98 1.95 -2.75
H: -3.45 1.30 -3.49
H: 0.38 0.78 -3.59
H: -0.17 -0.11 -5.80
H: -2.10 -1.69 -6.03
H: -3.41 -2.34 -4.05
C: 2.16 0.93 5.28
C: 1.91 -0.44 5.17
C: 1.59 -1.03 3.91
C: 1.58 -0.27 2.76
C: 2.04 1.09 2.84
C: 2.24 1.67 4.12
N: 1.40 -0.88 1.41
C: 2.60 -1.64 1.12
C: 3.79 -0.91 1.00
C: 4.99 -1.48 1.40
C: 5.07 -2.86 1.75
C: 3.89 -3.59 1.69
C: 2.65 -3.05 1.39
H: 2.25 1.32 6.26
H: 2.00 -1.07 6.02
H: 1.46 -2.09 3.92
H: 2.23 1.63 1.91
H: 2.48 2.75 4.19
H: 3.76 0.18 0.73
H: 5.89 -0.83 1.47
H: 6.01 -3.33 2.00
H: 3.87 -4.64 1.89
H: 1.71 -3.65 1.50
N: 1.26 -3.30 -1.86
N: 1.28 -1.85 -1.74
H: 2.07 -3.73 -1.44
H: 1.17 -3.67 -2.83
H: 0.90 -1.42 -2.62
H: 2.26 -1.51 -1.68



Record 2
C17H12Cl5FeNSe as an isolated structure at a distorted geometry, computed with ωB97M-V with the def2-TZVPD basis set.

Computed properties:
**Energy above the lowest of the compared OMol25 structures with the same formula, charge and spin**: 67.1 kJ/mol
**Net charge**: -1
**Gap between HOMO and LUMO (spin up / spin down)**: 6.870 / 6.784 eV
**HOMO energy (spin up / spin down)**: -4.3 / -4.2 eV
**LUMO energy (spin up / spin down)**: 2.5894 / 2.5974 eV
**Multiplicity**: 2
**M**: 542.4 g/mol
**⟨S²⟩**: 0.926

Element x y z (Å)
Fe: -0.85 -0.52 -0.42
Cl: -2.90 -1.72 0.42
C: -2.61 -0.45 1.59
C: -1.59 0.42 1.22
C: -1.35 1.42 2.13
Cl: -0.14 2.63 1.76
C: -2.05 1.55 3.33
Cl: -1.70 2.83 4.44
C: -3.06 0.63 3.66
Cl: -3.94 0.77 5.14
C: -3.35 -0.39 2.76
Cl: -4.59 -1.55 3.10
C: 2.59 -2.41 -0.82
C: 1.24 -1.70 -0.75
C: 0.32 -2.19 -1.89
C: 0.35 -1.83 0.48
C: 1.46 -0.17 -0.84
C: 1.17 0.59 -1.97
C: 1.46 1.96 -2.02
C: 2.08 2.56 -0.95
C: 2.40 1.81 0.18
C: 2.08 0.48 0.24
H: 2.44 -3.49 -0.74
H: 3.23 -2.10 0.01
H: 3.11 -2.20 -1.76
H: 0.08 -3.24 -1.72
H: 0.76 -2.06 -2.88
H: -0.66 -1.66 -1.90
H: 0.80 -2.27 1.38
H: 0.72 0.13 -2.84
H: 1.17 2.53 -2.89
H: 2.30 3.62 -0.98
H: 2.88 2.28 1.04
H: 2.29 -0.10 1.13
Se: -2.09 2.36 -4.03
C: -2.05 1.12 -2.73
N: -2.00 0.32 -1.88



Record 3
C27H21AlCl2N3OS4Te as an isolated structure at a distorted geometry, computed with ωB97M-V with the def2-TZVPD basis set.

Computed properties:
**Energy above the lowest of the compared OMol25 structures with the same formula, charge and spin**: 142.9 kJ/mol
**Net charge**: +1
**Gap between HOMO and LUMO**: 4.904 eV
**HOMO energy**: -10.3 eV
**LUMO energy**: -5.4067 eV
**Multiplicity**: 1
**M**: 757.2 g/mol

Element x y z (Å)
Al: 0.55 1.48 -1.87
C: 5.17 3.98 -1.01
C: 5.62 2.69 -1.29
C: 4.72 1.63 -1.21
C: 3.38 1.90 -1.06
C: 2.93 3.20 -0.77
C: 3.86 4.26 -0.74
N: 2.36 0.92 -1.10
N: 2.68 -0.30 -1.05
C: 1.46 -1.08 -1.20
C: 1.57 -2.47 -1.02
C: 0.36 -3.22 -1.08
C: -0.82 -2.54 -1.32
C: -0.75 -1.21 -1.73
N: 0.34 -0.44 -1.61
H: 5.81 4.85 -0.89
H: 6.74 2.49 -1.32
H: 5.13 0.60 -1.22
H: 1.94 3.40 -0.47
H: 3.47 5.21 -0.50
H: 2.55 -2.85 -0.73
H: 0.34 -4.31 -0.97
H: -1.75 -3.03 -1.17
H: -1.68 -0.71 -1.89
O: -0.26 7.55 -3.16
C: -0.19 6.38 -3.06
S: -0.74 5.58 -1.59
C: -0.33 3.97 -2.04
C: 0.23 3.76 -3.24
S: 0.49 2.16 -3.98
S: 0.55 5.25 -4.21
S: -0.83 2.77 -0.79
Te: -2.89 -0.18 1.78
C: -3.99 -1.44 0.39
C: -4.45 -0.90 -0.84
C: -5.03 -1.69 -1.82
C: -5.16 -3.05 -1.55
C: -4.83 -3.57 -0.33
C: -4.22 -2.78 0.64
C: -1.83 -1.80 2.90
C: -0.50 -2.19 2.73
C: 0.01 -3.23 3.47
C: -0.89 -4.03 4.27
C: -2.12 -3.52 4.51
C: -2.67 -2.45 3.78
H: -4.28 0.21 -0.92
H: -5.33 -1.22 -2.77
H: -5.62 -3.63 -2.31
H: -4.86 -4.59 -0.29
H: -3.86 -3.24 1.53
H: 0.08 -1.51 2.06
H: 1.00 -3.51 3.36
H: -0.55 -4.94 4.85
H: -2.74 -4.05 5.17
H: -3.69 -2.22 3.99
Cl: 1.07 1.61 2.53
C: 2.78 1.62 3.02
Cl: 3.78 0.30 2.39
H: 2.77 1.61 4.08
H: 3.11 2.55 2.63



Record 4
A 2-piece molecular cluster, C15H19N3O6 overall at a distorted geometry, computed with ωB97M-V with the def2-TZVPD basis set.

Computed properties:
**Energy above the lowest of the compared OMol25 structures with the same formula, charge and spin**: 213.4 kJ/mol
**Net charge**: 0
**SMILES**: N[C@@H](Cc1c[nH]c2ccccc12)C(=O)O.N[C@@H](CC(=O)O)C(=O)O
**Gap between HOMO and LUMO**: 8.516 eV
**HOMO energy**: -8.0 eV
**LUMO energy**: 0.5088 eV
**Multiplicity**: 1
**M**: 337.3 g/mol

Element x y z (Å)
C: -4.66 -1.49 0.38
C: -5.02 -2.95 0.14
C: -4.08 -0.78 -0.93
C: -3.70 0.66 -0.68
C: -4.32 1.84 -1.02
C: -2.44 1.03 -0.11
C: -2.41 2.43 -0.02
C: -1.30 0.29 0.21
C: -1.31 3.15 0.39
C: -0.18 0.97 0.66
C: -0.21 2.37 0.74
C: 5.17 0.39 -0.24
C: 3.77 0.07 0.35
C: 5.72 -0.51 -1.38
C: 6.24 -1.73 -0.68
H: -3.49 -0.59 1.74
H: -3.93 -2.11 2.17
H: -5.55 -0.99 0.63
H: -4.80 -0.81 -1.74
H: -3.13 -1.33 -1.27
H: -5.24 1.96 -1.57
H: -3.88 3.84 -0.57
H: -1.27 -0.80 0.08
H: -1.29 4.27 0.33
H: 0.75 0.46 0.93
H: 0.71 2.90 1.09
H: -6.33 -2.44 -1.09
H: 6.19 1.10 1.28
H: 7.07 0.67 0.12
H: 5.01 1.43 -0.64
H: 6.61 -0.09 -1.86
H: 4.92 -0.67 -2.12
H: 5.80 -3.10 0.52
H: 2.86 0.25 1.92
N: -3.63 -1.49 1.40
N: -3.58 2.92 -0.55
N: 6.32 0.37 0.71
O: -4.70 -3.85 0.89
O: -5.86 -3.17 -0.92
O: 2.81 -0.03 -0.40
O: 7.36 -2.18 -0.69
O: 5.31 -2.29 0.10
O: 3.68 0.04 1.72



Record 5
A 2-piece molecular cluster, C3H9N3 overall at a distorted geometry, computed with ωB97M-V with the def2-TZVPD basis set.

Computed properties:
**Energy above the lowest of the compared OMol25 structures with the same formula, charge and spin**: 511.5 kJ/mol
**Net charge**: 0
**Gap between HOMO and LUMO**: 7.120 eV
**HOMO energy**: -6.4 eV
**LUMO energy**: 0.7228 eV
**Multiplicity**: 1
**M**: 87.1 g/mol

Element x y z (Å)
N: -1.28 -0.41 -0.39
N: -1.77 -0.01 0.90
H: -1.92 1.00 0.88
H: -2.07 -0.43 -1.03
H: -0.79 -1.39 -0.20
H: -0.99 -0.20 1.54
C: -0.11 0.31 -0.93
C: 1.90 -1.11 0.62
C: 0.26 1.55 -0.56
N: 0.79 -1.54 0.24
H: 0.21 -0.14 -1.86
H: 2.24 -0.07 0.36
H: 2.61 -1.68 1.24
H: 0.98 2.09 -1.16
H: -0.04 2.01 0.37



Record 6
A 2-piece molecular cluster, C2H2FO4 overall at a distorted geometry, computed with ωB97M-V with the def2-TZVPD basis set.

Computed properties:
**Energy above the lowest of the compared OMol25 structures with the same formula, charge and spin**: 73.0 kJ/mol
**Net charge**: -1
**Gap between HOMO and LUMO**: 9.618 eV
**HOMO energy**: -5.7 eV
**LUMO energy**: 3.9412 eV
**Multiplicity**: 1
**M**: 109.0 g/mol

Element x y z (Å)
C: -2.17 -0.09 -0.03
C: 0.30 -0.38 0.16
O: -2.89 0.79 -0.51
O: -2.23 -1.18 0.38
O: 1.46 -0.06 -0.04
O: -0.76 0.65 0.21
F: 3.65 0.97 -0.14
H: -0.06 -1.35 0.18
H: 2.71 0.65 -0.21



Record 7
C41H39FIrN4O3PSi as an isolated structure at a distorted geometry, computed with ωB97M-V with the def2-TZVPD basis set.

Computed properties:
**Energy above the lowest of the compared OMol25 structures with the same formula, charge and spin**: 166.1 kJ/mol
**Net charge**: 0
**Gap between HOMO and LUMO (spin up / spin down)**: 5.938 / 5.982 eV
**HOMO energy (spin up / spin down)**: -6.6 / -6.7 eV
**LUMO energy (spin up / spin down)**: -0.6947 / -0.7008 eV
**Multiplicity**: 1
**M**: 906.1 g/mol

Element x y z (Å)
Ir: -1.00 -1.34 -1.02
C: 4.19 4.00 -2.70
C: 4.66 2.85 -1.82
C: 6.01 2.32 -2.29
C: 6.53 1.31 -1.29
C: 5.49 0.25 -1.07
C: 5.89 -1.01 -0.62
C: 4.95 -2.02 -0.48
F: 5.37 -3.23 -0.05
C: 3.63 -1.82 -0.78
C: 3.20 -0.55 -1.21
C: 1.80 -0.36 -1.50
O: 1.02 -1.38 -1.40
C: 1.43 0.96 -1.89
C: 2.39 1.93 -2.00
N: 3.70 1.74 -1.77
C: 4.14 0.49 -1.35
C: 0.01 1.40 -2.17
O: -0.18 2.59 -2.42
O: -0.93 0.55 -2.12
H: 5.00 4.73 -2.78
H: 3.33 4.51 -2.28
H: 3.94 3.65 -3.70
H: 4.78 3.22 -0.79
H: 6.71 3.15 -2.39
H: 5.90 1.86 -3.27
H: 6.75 1.81 -0.34
H: 7.45 0.85 -1.64
H: 6.93 -1.20 -0.40
H: 2.91 -2.61 -0.68
H: 2.04 2.91 -2.30
N: -8.40 -1.18 -1.41
C: -7.25 -1.18 -1.36
C: -5.86 -1.20 -1.28
C: -5.20 -1.54 -0.07
C: -3.84 -1.62 -0.04
N: -3.05 -1.37 -1.12
C: -3.67 -1.02 -2.27
C: -5.03 -0.93 -2.39
H: -5.78 -1.74 0.82
H: -3.33 -1.88 0.87
H: -3.03 -0.81 -3.11
H: -5.47 -0.65 -3.34
N: -0.95 -1.01 1.04
P: -1.21 0.35 1.76
C: 0.06 1.62 1.42
C: -0.19 2.92 1.01
C: 0.88 3.76 0.75
C: 2.18 3.31 0.91
C: 2.43 2.02 1.34
C: 1.37 1.17 1.59
C: -2.85 1.08 1.39
C: -3.90 1.02 2.30
C: -5.16 1.45 1.93
C: -5.39 1.92 0.65
C: -4.35 1.99 -0.26
C: -3.08 1.57 0.10
C: -1.12 0.07 3.56
C: -1.23 1.09 4.50
C: -1.15 0.78 5.84
C: -0.95 -0.53 6.25
C: -0.82 -1.54 5.31
C: -0.91 -1.24 3.96
H: -1.20 3.27 0.89
H: 0.70 4.77 0.43
H: 3.01 3.99 0.71
H: 3.44 1.68 1.50
H: 1.53 0.15 1.91
H: -3.72 0.63 3.30
H: -5.97 1.41 2.64
H: -6.38 2.23 0.36
H: -4.52 2.36 -1.26
H: -2.28 1.60 -0.62
H: -1.38 2.11 4.17
H: -1.24 1.56 6.58
H: -0.89 -0.77 7.30
H: -0.66 -2.56 5.63
H: -0.81 -2.00 3.20
C: -0.15 -4.41 0.35
Si: -0.94 -3.74 -1.29
C: 0.14 -4.33 -2.77
C: -2.63 -4.65 -1.47
H: -0.05 -5.49 0.31
H: -0.77 -4.17 1.21
H: 0.83 -3.98 0.53
H: 0.24 -5.41 -2.74
H: 1.14 -3.90 -2.74
H: -0.30 -4.06 -3.73
H: -2.45 -5.72 -1.50
H: -3.16 -4.37 -2.37
H: -3.30 -4.45 -0.63



Record 8
C3H6ClNO as an isolated structure at a distorted geometry, computed with ωB97M-V with the def2-TZVPD basis set.

Computed properties:
**Energy above the lowest of the compared OMol25 structures with the same formula, charge and spin**: 558.6 kJ/mol
**Net charge**: 0
**Gap between HOMO and LUMO**: 10.053 eV
**HOMO energy**: -9.2 eV
**LUMO energy**: 0.8669 eV
**Multiplicity**: 1
**M**: 107.5 g/mol

Element x y z (Å)
C: 2.20 -0.21 1.26
C: -0.69 -0.18 -0.90
C: -2.04 0.26 -0.89
H: 3.09 -1.21 1.11
H: 2.41 0.97 1.28
H: 1.36 -0.39 2.25
H: -0.27 -0.10 -1.85
H: -2.74 -0.60 -1.05
H: -2.48 0.59 0.17
N: 0.10 -0.23 0.22
O: 1.39 -0.52 0.18
Cl: -2.33 1.62 -1.79



Question: net charge of number 1 (C34H48FN7W)?
Answer: +2



Question: Which formula does entry 2 have?
Answer: C17H12Cl5FeNSe



Question: Which value of net charge does entry 3 give?
Answer: +1